(1)
# C35H29BrN6O6S2Ta

A molecular structure, C35H29BrN6O6S2Ta (ωB97M-V/def2-TZVPD, the OMol25 dataset).

The total charge is +1. The calculation puts the HOMO-LUMO gap at 6.91 eV. For the LUMO energy, the calculation gives -4.35 eV. Its energy relative to the best compared isomer or geometry (same formula, charge and spin) is 0.3822 eV.

CARTESIAN COORDINATES (ANGSTROEM)
C1 -0.31 -0.88 -0.25
H1 -0.12 -3.57 3.80
C2 -3.66 -1.75 1.25
H2 3.51 -3.74 4.47
H3 1.79 0.20 -4.61
C3 2.81 5.25 -2.05
H4 1.90 -4.11 5.08
O1 -1.18 2.65 1.42
C4 -0.33 0.28 -4.30
O2 -0.70 3.53 -0.45
O3 0.79 1.19 3.17
H5 -0.58 -0.17 -5.25
H6 0.33 -1.86 3.72
Br1 -4.37 -3.41 -2.47
C5 -3.94 0.39 -3.23
C6 2.95 -0.23 1.04
H7 -5.27 -2.78 0.26
H8 -3.63 1.77 1.07
C7 4.30 -0.50 0.85
N1 -5.50 1.06 0.63
H9 -0.07 -2.76 2.23
C8 2.16 -1.11 1.77
C9 -4.25 -2.41 0.18
C10 -3.54 -2.58 -0.99
S1 5.06 0.78 -0.02
O4 -2.48 4.21 0.62
C11 4.88 -1.66 1.35
H10 1.32 -5.35 2.94
N2 -3.68 1.18 -0.90
C12 -2.24 -2.13 -1.12
Ta1 0.62 2.05 0.33
H11 1.51 -4.56 1.37
N3 2.55 0.99 0.44
C13 -6.25 0.53 -0.33
C14 -2.75 0.39 -3.84
H12 -1.74 1.50 -1.51
C15 1.27 1.06 -2.73
H13 -1.68 -2.28 -2.03
H14 -6.38 -0.14 -2.37
H15 5.43 3.25 -1.33
H16 2.93 -5.03 2.31
H17 4.91 5.38 -2.47
C16 3.58 1.62 -0.12
C17 2.71 -2.27 2.28
C18 1.78 4.52 -1.46
O5 0.54 -1.33 -0.95
H18 -7.27 0.29 -0.08
C19 4.41 3.61 -1.37
C20 1.92 -4.63 2.38
H19 -2.80 0.12 -4.89
C21 4.07 -2.53 2.05
C22 2.04 3.32 -0.80
O6 -0.14 0.29 0.44
C23 -2.38 -1.24 1.13
N4 0.30 1.42 -1.88
H20 -1.92 -0.69 1.95
H21 4.52 -3.44 2.44
C24 3.37 2.89 -0.78
C25 -4.43 0.64 -1.86
C26 -0.98 1.22 -2.22
H22 2.29 1.24 -2.42
C27 4.12 4.80 -2.01
N5 1.44 3.20 1.88
C28 -1.36 0.64 -3.42
H23 -4.76 0.12 -3.89
H24 2.58 6.18 -2.55
C29 -1.67 -1.44 -0.05
H25 5.93 -1.87 1.20
C30 0.99 0.48 -3.95
C31 0.42 -2.83 3.21
C32 2.48 -3.39 4.49
H26 0.78 4.92 -1.52
C33 -5.76 0.29 -1.60
N6 -1.53 3.52 0.54
S2 1.37 2.53 3.22
H27 -4.22 -1.61 2.17
H28 2.45 -2.43 5.01
H29 1.13 -0.87 1.96
C34 -4.25 1.35 0.29
C35 1.88 -3.27 3.08

Löwdin population analysis, charges in e, atoms 1 to 6: atom 1 (C): -0.502, atom 2 (H): 0.095, atom 3 (C): -0.054, atom 4 (H): 0.081, atom 5 (H): 0.122, atom 6 (C): -0.049

=====

(2)
# C35H29Cl5N3OP2Pd

A molecular structure, C35H29Cl5N3OP2Pd (ωB97M-V/def2-TZVPD, the OMol25 dataset).

The total charge is +1. The calculation puts the HOMO-LUMO gap (spin up / spin down) at 6.82 / 6.82 eV. For the LUMO energy (spin up / spin down), the calculation gives -3.72 / -3.72 eV. Its energy relative to the best compared isomer or geometry (same formula, charge and spin) is 2.5816 eV.

CARTESIAN COORDINATES (ANGSTROEM)
H1 2.72 4.89 -2.25
C1 -9.51 -0.83 0.47
H2 -4.48 4.34 -3.61
C2 -2.98 4.38 1.77
H3 -3.14 -1.68 -2.11
H4 -2.53 -2.03 -4.45
C3 -8.38 -1.21 1.17
C4 3.18 -1.48 0.12
C5 0.06 4.98 -0.14
Cl1 4.03 -2.22 -1.17
H5 0.34 5.66 0.66
C6 -0.58 3.71 0.45
C7 -4.93 3.88 -2.74
H6 -0.29 1.61 -4.43
C8 2.99 -0.94 2.47
C9 -5.40 1.90 -1.44
H7 -1.88 3.49 3.45
C10 -1.99 3.33 -0.12
C11 -2.18 -1.15 -3.94
C12 -2.29 1.96 0.50
H8 2.53 1.50 -0.70
H9 -4.19 -1.33 0.26
H10 -3.59 5.04 2.38
P1 -5.36 0.06 -1.36
C13 -2.52 -0.94 -2.61
H11 -4.53 0.23 0.99
H12 -3.56 4.96 -0.21
N1 0.38 2.66 0.14
H13 -10.24 0.12 -1.32
H14 -6.25 -1.25 1.25
C14 -4.20 -0.25 0.06
O1 -0.67 3.85 1.85
H15 -2.49 1.24 2.52
H16 -1.12 -0.38 -5.64
C15 -8.11 0.09 -1.26
C16 -9.37 -0.18 -0.75
C17 -6.96 -0.28 -0.55
Cl2 3.58 -1.02 4.08
N2 1.23 4.47 -0.84
N3 2.45 2.47 -0.95
C18 -2.07 0.19 -1.93
H17 -10.49 -1.04 0.86
H18 3.03 5.56 -0.62
C19 -7.11 -0.93 0.67
C20 -2.24 2.05 1.86
C21 1.98 -0.83 -0.12
H19 -0.82 1.94 -2.08
C22 1.80 -0.29 2.19
H20 3.27 2.94 -1.29
C23 -4.80 2.51 -2.54
C24 -1.96 3.44 2.37
C25 -6.25 4.05 -0.74
H21 1.80 6.27 -1.68
C26 -2.97 4.34 0.45
H22 -5.80 5.71 -2.02
H23 -8.01 0.59 -2.22
H24 -8.48 -1.72 2.12
C27 3.69 -1.53 1.42
C28 1.28 -0.20 0.90
Cl3 1.29 -0.79 -1.71
H25 -6.84 4.64 -0.05
H26 -6.61 2.22 0.31
P2 -2.45 0.25 -0.16
H27 -0.61 5.50 -0.83
H28 -1.99 3.33 -1.20
H29 -4.27 1.90 -3.27
Cl4 0.83 0.41 3.46
C29 -6.12 2.68 -0.53
Cl5 5.18 -2.32 1.73
C30 -1.39 -0.22 -4.60
Pd1 -0.36 0.87 0.95
C31 1.39 3.16 -0.53
C32 -1.25 1.10 -2.59
C33 2.26 5.33 -1.37
C34 -0.92 0.90 -3.93
C35 -5.67 4.65 -1.85

Löwdin population analysis, charges in e, atoms 1 to 6: atom 1 (H): 0.092, atom 2 (C): -0.078, atom 3 (H): 0.107, atom 4 (C): 0.019, atom 5 (H): 0.090, atom 6 (H): 0.114

=====

(3)
# C35H29ClN2PPdSTe

A molecular structure, C35H29ClN2PPdSTe (ωB97M-V/def2-TZVPD, the OMol25 dataset).

The total charge is +3. The calculation puts the HOMO-LUMO gap (spin up / spin down) at 4.25 / 4.20 eV. For the LUMO energy (spin up / spin down), the calculation gives -12.27 / -12.33 eV.

CARTESIAN COORDINATES (ANGSTROEM)
C1 2.38 1.19 1.06
C2 2.62 0.64 3.38
H1 2.00 1.43 -4.57
C3 0.64 -3.09 5.94
H2 -4.91 0.42 -2.26
C4 -0.85 -2.69 -3.19
H3 4.02 -1.32 0.81
H4 0.56 2.94 -5.89
H5 -0.49 -1.34 6.42
C5 -1.02 0.46 -3.41
C6 2.14 0.30 2.11
P1 1.15 -1.19 1.83
C7 -5.03 1.97 0.73
N1 -3.34 0.64 -0.94
H6 -5.45 3.56 2.07
C8 0.11 2.25 -5.19
H7 -1.76 -5.16 -5.28
C9 3.45 -2.12 0.37
C10 -5.90 2.63 1.71
H8 4.11 3.59 2.67
H9 3.73 2.03 4.56
C11 1.35 -3.34 0.14
C12 1.09 -3.81 -4.02
H10 5.09 -2.91 -0.74
C13 0.36 0.50 -3.57
N2 -3.77 1.74 1.04
Te1 -1.82 -1.05 -2.11
C14 2.10 -2.28 0.70
H11 3.78 -4.73 -1.74
H12 -0.29 -0.38 4.14
C15 3.34 1.81 3.58
H13 -6.01 1.99 2.59
C16 -1.84 1.32 -4.13
H14 2.03 -3.79 2.93
C17 -2.93 1.12 0.24
Cl1 1.88 0.82 -0.55
H15 -6.88 2.84 1.29
C18 -1.68 -3.54 -3.90
H16 0.31 -3.49 0.45
C19 3.55 2.68 2.52
H17 2.16 -3.90 -4.07
H18 -2.75 -3.45 -3.86
H19 1.19 -2.22 -2.58
C20 0.53 -2.84 -3.20
C21 -1.11 -4.52 -4.70
C22 1.97 -4.24 -0.71
H20 0.53 -3.52 6.93
H21 2.46 -0.03 4.22
Pd1 0.22 -0.87 -0.52
C23 1.48 -3.26 3.69
C24 3.07 2.38 1.26
H22 -1.90 2.90 -5.56
H23 -2.92 1.30 -4.01
H24 1.82 -4.72 5.21
H25 1.01 -0.18 -3.02
C25 -5.51 1.52 -0.52
C26 -4.61 0.83 -1.31
C27 0.05 -1.87 5.65
H26 0.71 -5.42 -5.38
C28 0.18 -1.33 4.39
C29 0.92 1.40 -4.46
C30 0.27 -4.65 -4.77
C31 0.92 -2.01 3.42
C32 -1.26 2.23 -5.01
H27 1.41 -5.08 -1.11
C33 4.04 -3.01 -0.50
H28 -6.53 1.70 -0.82
H29 3.22 3.05 0.44
C34 1.35 -3.78 4.97
C35 3.31 -4.06 -1.05
S1 -1.31 0.97 0.75

Löwdin population analysis, charges in e, atoms 1 to 6: atom 1 (C): -0.612, atom 2 (C): -0.034, atom 3 (H): 0.123, atom 4 (C): 0.013, atom 5 (H): 0.123, atom 6 (C): -0.448

=====

(4)
# C35H29FeN4O2P2S2

A molecular structure, C35H29FeN4O2P2S2 (ωB97M-V/def2-TZVPD, the OMol25 dataset).

The total charge is -1. The calculation puts the HOMO-LUMO gap (spin up / spin down) at 6.41 / 6.43 eV. The spin multiplicity is 5. For the LUMO energy (spin up / spin down), the calculation gives 2.27 / 2.25 eV. Its energy relative to the best compared isomer or geometry (same formula, charge and spin) is 2.7266 eV.

CARTESIAN COORDINATES (ANGSTROEM)
C1 3.40 0.57 -2.26
C2 -1.80 1.73 2.02
H1 -1.71 3.54 -1.82
N1 -0.18 -1.08 2.05
C3 1.21 0.35 -3.21
S1 0.81 -2.09 -1.38
C4 -2.37 -3.97 0.16
C5 0.21 -4.64 -0.68
O1 2.00 -0.50 0.70
H2 0.04 3.81 -1.95
C6 -1.13 2.60 2.87
C7 -0.20 -3.32 -0.74
C8 -4.88 4.10 0.26
C9 -3.27 2.36 -0.08
C10 1.88 3.91 0.24
C11 -5.52 2.06 -0.83
C12 -0.19 -6.96 -0.09
C13 2.48 5.98 1.32
Fe1 0.15 -0.16 -0.09
H3 3.56 7.39 0.13
C14 -5.85 3.32 -0.35
C15 -2.89 0.74 3.92
S2 -2.02 -1.33 -0.38
C16 2.57 0.11 -3.27
P1 0.91 2.34 0.40
C17 3.09 6.42 0.16
C18 1.88 4.73 1.36
C19 -1.33 2.53 4.24
H4 -3.59 0.02 4.33
C20 1.04 -0.83 2.81
C21 3.09 5.61 -0.96
C22 -3.59 3.62 0.39
C23 2.87 1.27 -1.19
C24 -2.21 1.60 4.76
H5 2.46 6.61 2.20
N2 -0.62 3.07 -0.07
H6 0.55 -0.02 -3.98
C25 2.49 4.36 -0.92
C26 -0.64 -5.63 -0.20
H7 2.51 3.74 -1.81
H8 1.42 4.37 2.27
N3 0.18 -8.04 0.03
H9 0.86 -0.29 3.74
C27 -1.95 -5.30 0.21
H10 2.99 -0.45 -4.09
C28 1.50 1.52 -1.12
H11 1.57 -1.77 3.02
H12 -0.80 3.21 4.89
O2 2.32 1.13 2.17
H13 3.57 5.95 -1.87
H14 -2.37 1.55 5.83
C29 -1.51 -2.98 -0.30
H15 -0.96 4.91 -1.00
H16 -6.28 1.45 -1.30
H17 1.21 -4.90 -1.01
C30 -2.69 0.80 2.56
H18 -2.83 4.22 0.87
H19 -5.13 5.08 0.64
H20 -3.37 -3.71 0.46
H21 -3.96 0.60 -1.06
H22 3.50 1.61 -0.38
C31 1.90 0.02 1.84
C32 -4.23 1.58 -0.70
H23 -6.86 3.69 -0.44
C33 -0.82 3.86 -1.27
H24 -3.22 0.13 1.88
H25 -0.96 -0.55 2.45
C34 0.66 1.02 -2.12
H26 4.47 0.37 -2.30
C35 -2.83 -6.31 0.63
P2 -1.58 1.66 0.21
H27 -0.45 3.33 2.44
N4 -3.57 -7.13 0.96
H28 -0.40 1.27 -2.15
H29 -0.45 -2.06 2.05

Löwdin population analysis, charges in e, atoms 1 to 6: atom 1 (C): -0.061, atom 2 (C): -0.363, atom 3 (H): 0.075, atom 4 (N): 0.004, atom 5 (C): -0.129, atom 6 (S): 0.711

=====

(5)
# C35H29N3O7PTa

A molecular structure, C35H29N3O7PTa (ωB97M-V/def2-TZVPD, the OMol25 dataset).

The total charge is +2. The calculation puts the HOMO-LUMO gap at 6.72 eV. For the LUMO energy, the calculation gives -6.99 eV. Its energy relative to the best compared isomer or geometry (same formula, charge and spin) is 0.3868 eV.

CARTESIAN COORDINATES (ANGSTROEM)
N1 2.45 0.98 -2.03
O1 -0.67 5.17 1.22
H1 -1.37 -1.24 1.69
H2 -5.52 1.34 2.53
O2 3.27 0.44 0.37
C1 -4.12 -0.09 3.30
C2 0.35 3.09 1.97
C3 4.57 0.50 -2.98
H3 1.02 -5.45 -1.80
C4 -1.86 -1.26 -1.48
O3 -0.01 2.18 -4.18
H4 -1.84 3.80 0.20
C5 0.82 2.34 3.06
C6 -1.18 4.65 0.00
C7 -3.94 0.93 1.13
H5 -4.34 1.60 0.38
C8 -2.78 0.19 0.89
C9 1.72 -3.93 1.69
H6 -0.37 5.96 3.55
H7 2.10 -5.94 2.32
C10 3.70 0.55 -1.92
Ta1 0.66 0.98 -0.24
C11 1.82 -5.30 1.50
H8 -1.97 -4.57 -3.47
H9 -3.11 -2.28 -0.04
H10 -0.39 4.35 -0.68
C12 -2.28 -0.67 1.87
H11 -2.29 1.40 -2.74
C13 -4.61 0.78 2.34
H12 4.78 0.92 -5.08
H13 1.48 0.40 3.79
C14 4.12 0.94 -4.22
N2 1.00 0.26 1.83
H14 -2.83 2.45 -1.42
H15 1.91 -3.50 2.67
H16 2.41 1.76 -5.28
H17 -3.79 1.01 -1.87
C15 -0.02 4.94 3.43
C16 -2.78 1.42 -1.77
C17 2.82 1.40 -4.34
C18 -1.21 -2.57 -3.40
H18 -1.76 5.45 -0.45
C19 -2.95 -0.81 3.08
C20 -2.60 -3.54 -1.69
O4 0.93 -0.91 -0.28
H19 1.30 2.34 5.15
C21 1.57 -5.84 0.24
H20 -0.64 -0.53 -3.10
H21 0.83 -3.01 -1.45
H22 -4.65 -0.21 4.24
O5 0.39 2.49 0.74
H23 -3.15 -4.39 -1.30
C22 1.22 -5.02 -0.82
C23 2.03 1.40 -3.21
C24 4.04 0.19 -0.52
H24 1.65 -6.91 0.09
N3 1.27 -1.11 1.96
H25 0.59 4.71 5.46
H26 -0.70 -2.64 -4.35
C25 0.92 2.92 4.32
C26 1.14 0.95 2.92
O6 5.22 -0.39 -0.38
H27 5.58 0.14 -2.84
C27 1.11 -3.66 -0.63
C28 -0.13 4.38 2.15
O7 0.13 1.84 -1.96
C29 -1.18 -1.38 -2.69
P1 -1.88 0.35 -0.65
C30 -2.57 -2.35 -0.98
C31 0.61 1.87 -3.21
H28 -2.57 -1.48 3.83
C32 0.51 4.24 4.49
C33 1.21 -1.67 0.81
C34 -1.93 -3.65 -2.90
C35 1.36 -3.11 0.62
H29 5.39 -0.58 0.56

Löwdin population analysis, charges in e, atoms 1 to 6: atom 1 (N): 0.104, atom 2 (O): -0.027, atom 3 (H): 0.093, atom 4 (H): 0.120, atom 5 (O): 0.066, atom 6 (C): -0.044

=====

(6)
# C35H29N5O7Ti

A molecular structure, C35H29N5O7Ti (ωB97M-V/def2-TZVPD, the OMol25 dataset).

The total charge is -2. The calculation puts the HOMO-LUMO gap (spin up / spin down) at 5.45 / 5.45 eV. For the LUMO energy (spin up / spin down), the calculation gives 4.06 / 4.06 eV. Its energy relative to the best compared isomer or geometry (same formula, charge and spin) is 0.0000 eV.

CARTESIAN COORDINATES (ANGSTROEM)
C1 1.41 2.46 -1.55
H1 3.07 -3.48 -2.76
C2 1.92 2.61 5.65
C3 1.33 1.81 1.99
H2 -1.07 4.15 5.25
O1 -1.36 -0.02 -0.94
N1 0.40 1.31 1.32
C4 -2.50 -1.45 0.55
H3 -1.01 -3.18 -0.12
H4 3.01 -0.28 1.39
H5 -1.23 -1.47 3.54
H6 6.32 2.06 -0.02
C5 2.19 -3.45 -2.15
C6 0.23 -4.52 -1.26
C7 3.48 0.68 1.21
C8 -0.47 4.37 -1.13
C9 0.78 3.34 5.98
H7 -3.44 -0.64 2.80
H8 5.29 -0.14 0.43
C10 0.00 3.11 3.71
O2 5.91 1.64 -3.81
H9 2.67 2.40 6.40
O3 1.13 -2.42 3.22
O4 -2.36 2.31 1.73
H10 -3.52 0.90 0.71
Ti1 0.21 -0.08 -0.07
C11 -2.63 0.01 2.44
C12 1.74 -2.27 -1.59
N2 -1.73 -0.82 1.61
C13 3.47 1.45 -2.53
C14 4.64 3.16 0.76
C15 3.37 3.08 1.31
H11 -0.49 -5.32 -1.22
H12 2.78 4.05 -2.03
H13 -3.39 -1.99 0.85
H14 0.54 -3.59 0.65
O5 1.00 -1.08 1.45
C16 -2.46 -0.92 -0.73
C17 1.77 3.79 -1.73
H15 0.64 3.70 6.99
C18 3.67 -0.91 -2.56
C19 -0.18 3.59 5.01
C20 5.34 2.00 0.44
H16 -1.45 1.94 1.60
C21 1.14 2.39 3.38
C22 -1.04 -1.74 2.50
H17 -1.40 -2.77 2.38
C23 -3.24 1.20 1.73
C24 0.81 4.75 -1.51
C25 0.06 -3.35 -0.32
H18 2.83 3.99 1.56
C26 1.29 -4.58 -2.07
C27 5.60 0.46 -3.55
H19 5.09 4.13 0.57
H20 1.45 -5.43 -2.72
N3 0.20 2.10 -1.13
C28 2.30 1.31 -1.84
C29 2.76 1.84 1.51
C30 4.76 0.76 0.69
O6 -3.21 -1.10 -1.69
H21 -0.77 3.29 2.97
H22 4.22 -1.79 -2.86
N4 0.63 -2.12 -0.86
H23 3.86 2.41 -2.82
C31 -0.73 3.02 -0.95
C32 2.10 2.15 4.35
C33 0.48 -1.77 2.41
H24 1.05 5.80 -1.63
N5 1.80 0.09 -1.47
C34 4.22 0.31 -2.86
O7 6.15 -0.60 -3.86
H25 -1.26 5.09 -0.96
H26 -2.09 0.39 3.31
C35 2.45 -1.01 -1.89
H27 -1.70 2.66 -0.63
H28 -4.15 1.51 2.25
H29 2.99 1.59 4.10

Löwdin population analysis, charges in e, atoms 1 to 6: atom 1 (C): -0.197, atom 2 (H): 0.074, atom 3 (C): -0.094, atom 4 (C): -0.293, atom 5 (H): 0.095, atom 6 (O): -0.217

=====

| no. | electronic energy (eV) |
| --- | --- |
| 1 | -151250.9395 |
| 2 | -127946.9710 |
| 3 | -83135.5868 |
| 4 | -121459.2735 |
| 5 | -66399.6757 |
| 6 | -81668.8697 |